Density functional theory data (the ωB97M-V functional and the def2-TZVPD basis) for a 2-piece molecular cluster, H4OS overall at a distorted geometry.

Calculated values
Multiplicity: 1
Charge: 0
Energy above the lowest of the compared OMol25 structures with the same formula, charge and spin: 0.098 eV
Total energy: -12947.38048 eV
SMILES: O.S

Each line ends with the Löwdin charge.
Geometry (Å):
S 0.85073 1.12236 1.11996  0.478
O -1.27390 -1.77291 -0.45932  -0.092
H 0.99256 2.45636 1.01021  -0.215
H -0.67148 -1.05666 -0.15546  -0.005
H 1.42312 0.91068 -0.07974  -0.214
H -1.32103 -1.65982 -1.43566  0.048

Density functional theory data (the ωB97M-V functional and the def2-TZVPD basis) for a 2-piece molecular cluster, H4OS overall.

Calculated values
Multiplicity: 1
Charge: 0
Energy above the lowest of the compared OMol25 structures with the same formula, charge and spin: 0.090 eV
Total energy: -12947.38841 eV
SMILES: O.S

Each line ends with the Löwdin charge.
Geometry (Å):
S -1.26694 -0.11066 0.63764  0.494
O 2.08912 -0.26064 -0.43424  -0.086
H -1.97108 1.00489 0.83871  -0.229
H 1.89361 0.66930 -0.25856  0.027
H -2.38176 -0.82154 0.46760  -0.229
H 1.63705 -0.48135 -1.25115  0.024

Density functional theory data (the ωB97M-V functional and the def2-TZVPD basis) for a 2-piece molecular cluster, H4OS2 overall at a distorted geometry.

Calculated values
Multiplicity: 1
Charge: 0
Energy above the lowest of the compared OMol25 structures with the same formula, charge and spin: 0.111 eV
Total energy: -23782.66677 eV
SMILES: SS.O

Each line ends with the Löwdin charge.
Geometry (Å):
S 0.00000 0.00000 0.00000  0.212
S -0.40034 1.06148 1.75052  0.231
O -4.28178 1.56708 0.13257  -0.091
H 0.40300 1.05565 -0.73871  -0.208
H -3.76289 0.74845 -0.03724  0.040
H -1.68877 1.41099 1.54981  -0.232
H -3.78165 2.27793 -0.32874  0.048

Density functional theory data (the ωB97M-V functional and the def2-TZVPD basis) for a 2-piece molecular cluster, H4OSSi overall at a distorted geometry.

Calculated values
Multiplicity: 1
Charge: 0
Energy above the lowest of the compared OMol25 structures with the same formula, charge and spin: 2.251 eV
Total energy: -20824.27535 eV
SMILES: [SiH2]=S.O

Each line ends with the Löwdin charge.
Geometry (Å):
S 0.75513 1.77220 0.81765  0.100
Si -0.01659 1.18243 -0.92763  0.224
O 0.09209 -1.76795 1.54411  -0.135
H -0.61041 -0.02961 -1.27741  -0.160
H 0.20988 1.96088 -2.31996  -0.080
H -0.33147 -0.84900 1.45247  0.008
H -0.09863 -2.26894 0.71078  0.043

Density functional theory data (the ωB97M-V functional and the def2-TZVPD basis) for a 2-piece molecular cluster, H4S2 overall.

Calculated values
Multiplicity: 1
Charge: 0
Energy above the lowest of the compared OMol25 structures with the same formula, charge and spin: 0.106 eV
Total energy: -21734.97216 eV
SMILES: S.S

Each line ends with the Löwdin charge.
Geometry (Å):
S 0.57138 0.80914 1.38357  0.462
S -0.62609 -0.83709 -1.40003  0.452
H 1.88834 0.59057 1.21167  -0.200
H -0.18772 0.37119 -1.00049  -0.269
H 0.26862 -0.47036 1.09560  -0.242
H -1.91453 -0.46347 -1.29033  -0.204

Density functional theory data (the ωB97M-V functional and the def2-TZVPD basis) for H4S2 as an isolated structure at a distorted geometry.

Calculated values
Multiplicity: 1
Charge: 0
Energy above the lowest of the compared OMol25 structures with the same formula, charge and spin: 0.673 eV
Total energy: -21734.40529 eV

Each line ends with the Löwdin charge.
Geometry (Å):
S 0.81807 0.28563 -0.84505  0.415
S -1.17174 0.47112 1.11668  0.421
H 1.10828 0.31424 -2.12007  -0.244
H -0.00754 0.71174 1.73292  -0.199
H 0.24068 -0.94114 -0.96222  -0.181
H -0.98775 -0.84159 1.07774  -0.213

Density functional theory data (the ωB97M-V functional and the def2-TZVPD basis) for a 2-piece molecular cluster, H4S3 overall at a distorted geometry.

Calculated values
Multiplicity: 1
Charge: 0
Energy above the lowest of the compared OMol25 structures with the same formula, charge and spin: 0.568 eV
Total energy: -32569.78191 eV
SMILES: SS.S

Each line ends with the Löwdin charge.
Geometry (Å):
S -0.78076 0.97716 -2.45383  0.491
S 1.39280 0.38334 2.26050  0.196
S 1.15389 -1.05049 0.81973  0.162
H 0.66679 -0.43428 3.07669  -0.194
H -0.19234 -0.57939 0.45068  -0.152
H -0.69779 0.62116 -1.13530  -0.252
H -1.54259 0.08250 -3.01848  -0.251

Density functional theory data (the ωB97M-V functional and the def2-TZVPD basis) for a 2-piece molecular cluster, H4S4 overall.

Calculated values
Multiplicity: 1
Charge: 0
Energy above the lowest of the compared OMol25 structures with the same formula, charge and spin: 0.011 eV
Total energy: -43405.59266 eV
SMILES: SS.SS

Each line ends with the Löwdin charge.
Geometry (Å):
S 3.20207 1.34282 -1.11568  0.221
S 1.90967 -0.18415 -0.69968  0.195
S -1.72031 -1.16842 0.76618  0.206
S -3.39048 0.03335 0.80931  0.223
H -1.17890 -0.73916 1.91850  -0.203
H -4.19999 -0.78392 1.50457  -0.206
H 1.15366 0.36735 0.26664  -0.222
H 4.21274 0.96832 -0.32388  -0.213

Number 1: HOMO -10.141 eV. Number 2: HOMO -9.860 eV. Number 3: HOMO -9.894 eV. Number 4: HOMO -9.613 eV. Number 5: HOMO -9.485 eV. Number 6: HOMO -8.590 eV. Number 7: HOMO -9.575 eV. Number 8: HOMO -9.638 eV.